This record from the OMol25 dataset describes one molecule with the formula C30H38ClNO2S2. The level of theory is ωB97M-V with the def2-TZVPD basis set.

```
74
Properties=species:S:1:pos:R:3:forces:R:3:mulliken_charge:R:1
C 2.43860 -2.62910 4.38037 0.564 0.386 0.127 -1.35
C 3.68843 -2.35878 3.55213 -0.119 -0.171 -0.204 -0.62
C 3.37590 -1.93710 2.11819 0.161 -0.722 0.047 0.15
C 4.63156 -2.10439 1.25399 0.156 0.727 0.252 -1.59
N 4.80228 -1.20103 0.08973 -0.150 -0.251 0.604 0.05
C 3.55405 -0.86964 -0.61345 0.191 -0.138 -0.894 -0.97
C 2.81055 -2.11033 -1.11369 -0.192 0.125 -0.058 -0.37
C 2.44358 -2.07995 -2.61126 -0.141 -0.549 0.121 -1.05
C 0.93667 -2.17874 -2.88063 -0.009 0.607 -0.281 -1.39
C 0.01965 -1.28514 -2.07550 -0.310 -0.250 0.306 0.30
C -1.08586 -1.89222 -1.46276 0.061 0.200 0.323 -0.56
C -2.01241 -1.17180 -0.72283 0.560 0.348 -0.387 0.15
C -1.84297 0.20831 -0.57372 0.131 -0.210 -0.148 0.82
C -0.76432 0.84847 -1.16210 0.009 -0.531 0.086 -1.10
C 0.14203 0.09549 -1.90790 -0.127 0.221 -0.022 1.00
Cl 1.40720 1.00015 -2.69446 -0.005 -0.113 -0.050 -0.22
C -2.88104 0.94853 0.19644 -0.043 -0.305 -0.342 -0.32
O -2.62957 1.86022 0.93393 0.145 0.819 0.249 -0.56
C -4.25612 0.43767 -0.03019 -0.694 -0.464 -0.191 0.58
C -5.35420 1.28270 -0.12524 0.068 -0.082 0.042 -0.42
C -6.63599 0.78073 -0.36333 0.100 -0.590 0.083 0.72
C -7.83777 1.68066 -0.50766 0.357 -0.403 0.232 -1.54
C -8.43346 2.24663 0.79989 -0.077 0.836 -0.273 0.94
C -9.21480 3.52190 0.43164 0.058 -0.299 0.058 -1.60
C -7.39464 2.61214 1.85564 -0.107 -0.676 -0.253 -1.55
C -6.78085 -0.60856 -0.47246 0.355 -0.014 0.113 -0.66
C -5.69252 -1.47579 -0.37436 -0.079 0.491 0.177 -1.24
C -4.42531 -0.94973 -0.17062 -0.128 0.425 0.023 0.84
C -3.20723 -1.79945 -0.10166 -0.129 0.411 -0.110 -0.19
O -3.18664 -2.87828 0.42393 -0.019 -0.870 0.021 -0.55
C 5.46328 0.00045 0.41716 0.526 0.635 -0.065 0.28
S 5.07092 1.03235 1.61578 -0.197 -0.130 0.129 -0.23
S 6.81932 0.32138 -0.65904 -0.692 -0.227 -0.465 -0.11
C 6.86122 2.13266 -0.70543 0.265 -0.076 0.297 -0.70
C 7.88759 2.62576 -1.70617 0.455 0.456 0.180 -0.53
C 9.32380 2.32046 -1.26421 -0.587 -0.056 -0.021 -1.09
H 2.72481 -2.98920 5.36542 -0.095 -0.167 0.116 0.40
H 1.81467 -3.36827 3.88924 -0.225 -0.062 0.017 0.36
H 1.89041 -1.70202 4.53511 -0.275 -0.009 -0.101 0.31
H 4.31750 -1.60398 4.02284 0.051 0.094 0.081 0.35
H 4.28416 -3.27326 3.50433 0.089 -0.094 0.063 0.37
H 2.61424 -2.62679 1.75086 -0.260 0.162 -0.136 0.19
H 2.98512 -0.92710 2.09530 -0.018 0.169 -0.058 0.32
H 5.49228 -1.92534 1.89677 0.161 0.022 -0.026 0.67
H 4.73988 -3.13000 0.91145 -0.165 -0.147 -0.123 0.23
H 3.83942 -0.29184 -1.49124 0.161 0.159 -0.024 0.64
H 2.91402 -0.20317 -0.03219 -0.061 -0.069 0.307 0.43
H 3.41351 -2.99145 -0.91730 0.146 -0.068 0.018 0.44
H 1.89236 -2.24395 -0.54179 -0.028 -0.012 0.147 0.25
H 2.85883 -1.23167 -3.14044 0.124 0.229 0.149 0.53
H 2.88638 -2.95972 -3.07576 0.052 -0.028 -0.178 0.35
H 0.75297 -1.95747 -3.93507 0.070 -0.029 -0.121 0.41
H 0.60362 -3.20077 -2.73045 -0.037 -0.151 0.103 0.29
H -1.22471 -2.95974 -1.56469 0.017 -0.078 0.013 0.39
H -0.63760 1.91446 -1.06153 0.038 0.094 0.041 0.54
H -5.19406 2.34624 -0.02774 0.023 0.107 0.008 0.43
H -8.61777 1.09856 -0.99411 -0.124 0.101 -0.209 0.41
H -7.56357 2.48960 -1.18363 -0.028 0.225 0.031 0.45
H -9.14027 1.52214 1.19914 0.051 -0.210 0.123 0.29
H -8.52845 4.36637 0.43165 0.039 0.150 -0.100 0.37
H -9.64478 3.43989 -0.56377 -0.206 0.030 -0.059 0.40
H -10.00787 3.73691 1.14351 -0.065 0.026 0.077 0.41
H -7.86202 3.10116 2.70482 -0.022 0.139 0.075 0.45
H -6.64679 3.26246 1.41096 0.083 0.257 0.130 0.30
H -6.88408 1.71833 2.20747 0.120 -0.008 0.165 0.38
H -7.75841 -1.04031 -0.63559 -0.137 0.086 -0.068 0.39
H -5.82875 -2.54251 -0.45919 0.026 -0.119 0.000 0.46
H 5.86358 2.50652 -0.91752 -0.168 -0.138 -0.099 0.44
H 7.13540 2.49055 0.28237 -0.019 0.055 0.134 0.42
H 7.69644 2.27729 -2.71872 -0.080 -0.147 -0.064 0.31
H 7.79163 3.71187 -1.72609 -0.173 0.104 -0.108 0.33
H 9.39357 2.50753 -0.19492 0.155 -0.076 0.148 0.28
H 10.03714 2.97525 -1.75316 0.141 -0.097 -0.215 0.36
H 9.55625 1.27686 -1.45649 0.284 -0.065 0.036 0.33
```
Positions in Å, forces in eV/Å.

- 2S+1 = 1
- Kohn-Sham gap (eV) = 7.80
- SMILES = CCCCN(CCCCc1cc2c(cc1Cl)C(=O)c1cc(CC(C)C)ccc1C2=O)C(=S)SCCC
- strongest force on any atom (eV/A) = 0.92